{
  "formula": "C30H22N3OPdS",
  "method": "ωB97M-V/def2-TZVPD",
  "e_tot_ev": -52272.2852,
  "homo_lumo_gap_ev": [5.11, 5.11],
  "charge": 3,
  "homo_energy_ev": [-16.9653, -16.9653],
  "lumo_ev": [-11.9, -11.9],
  "symbols": ["Pd", "C", "C", "N", "C", "C", "C", "C", "C", "C", "C", "N", "C", "C", "C", "C", "C", "C", "C", "C", "N", "C", "H", "H", "H", "H", "H", "H", "H", "H", "H", "H", "H", "H", "O", "S", "C", "C", "C", "C", "C", "C", "C", "C", "C", "C", "C", "C", "H", "H", "H", "H", "H", "H", "H", "H", "H", "H"],
  "xyz": [[0.022, 0.453, -0.307], [-2.392, 1.914, -3.541], [-1.310, 1.746, -2.663], [-1.440, 1.165, -1.486], [-2.670, 0.731, -1.080], [-3.776, 0.771, -1.939], [-3.610, 1.395, -3.200], [-4.989, 0.186, -1.501], [-5.080, -0.402, -0.262], [-4.010, -0.338, 0.638], [-2.823, 0.278, 0.266], [-1.723, 0.611, 1.045], [-1.676, 0.967, 2.291], [-2.781, 0.887, 3.228], [-2.589, 1.103, 4.556], [-1.322, 1.506, 5.031], [-0.248, 1.770, 4.171], [0.959, 2.341, 4.631], [1.905, 2.705, 3.705], [1.624, 2.494, 2.354], [0.502, 1.928, 1.899], [-0.405, 1.555, 2.782], [-2.235, 2.422, -4.481], [-0.315, 2.074, -2.935], [-4.453, 1.465, -3.877], [-5.842, 0.184, -2.170], [-5.992, -0.901, 0.036], [-4.106, -0.820, 1.601], [-3.770, 0.647, 2.870], [-3.410, 1.003, 5.252], [-1.194, 1.685, 6.094], [1.112, 2.508, 5.690], [2.837, 3.166, 3.998], [2.339, 2.806, 1.602], [1.383, -0.514, 0.839], [2.672, -0.428, -0.049], [3.391, -2.017, -0.052], [2.648, -3.177, 0.163], [3.310, -4.389, 0.128], [4.679, -4.432, -0.127], [5.407, -3.268, -0.325], [4.766, -2.040, -0.273], [1.802, -0.267, -1.620], [2.308, 0.616, -2.594], [1.782, 0.571, -3.863], [0.747, -0.329, -4.173], [0.229, -1.177, -3.218], [0.760, -1.172, -1.920], [1.595, -3.129, 0.403], [2.765, -5.306, 0.309], [5.185, -5.388, -0.154], [6.473, -3.313, -0.502], [5.325, -1.120, -0.399], [3.127, 1.283, -2.352], [2.184, 1.214, -4.635], [0.371, -0.373, -5.188], [-0.543, -1.890, -3.476], [0.493, -1.956, -1.222]],
  "lowdin_charge": [1.03, 0.01, -0.06, -0.02, -0.13, -0.11, 0.06, 0.06, 0.00, 0.04, -0.17, 0.12, -0.12, 0.09, 0.02, 0.14, -0.12, 0.07, 0.02, -0.04, 0.10, -0.13, 0.14, 0.13, 0.15, 0.15, 0.14, 0.13, 0.12, 0.14, 0.16, 0.15, 0.14, 0.13, -0.59, 1.11, -0.41, -0.06, -0.03, -0.01, -0.03, -0.06, -0.44, -0.05, -0.03, -0.02, -0.04, -0.12, 0.11, 0.13, 0.13, 0.13, 0.12, 0.13, 0.14, 0.13, 0.13, 0.11]
}